Entry 1:
Entry from the OMol25 dataset: a molecular structure, C26H29BrF4N6SSbSe4Y at a distorted geometry (the ωB97M-V functional and the def2-TZVPD basis).

The geometry in ORCA input format:
```
! wB97M-V def2-TZVPD RIJCOSX def2/J DEFGRID3
* xyz -2 1
Y 0.3022 -0.2610 -0.2146
C -2.3819 -3.6275 -2.2573
C -1.2461 -2.5651 -2.1224
N -1.4293 -1.6034 -1.2323
N -2.6867 -1.7050 -0.6736
C -2.8126 -1.7795 0.6583
N -4.0033 -2.0888 1.1901
S -1.4881 -1.3470 1.6447
C 0.0270 -2.6831 -2.8105
C 0.2959 -3.7743 -3.6142
C 1.5147 -3.8111 -4.3028
C 2.4263 -2.7846 -4.0125
C 2.1033 -1.7277 -3.1180
N 0.9432 -1.7132 -2.4495
H -2.4970 -4.3032 -1.3095
H -3.3304 -3.1036 -2.3575
H -2.1725 -4.2452 -3.1327
H -3.4876 -1.6307 -1.3359
H -4.6338 -2.7932 0.6673
H -4.0417 -2.2227 2.2117
H -0.3875 -4.6395 -3.6541
H 1.6264 -4.5743 -5.0473
H 3.4141 -2.8192 -4.4664
H 2.7659 -0.9226 -2.9013
C -4.3324 2.0188 -0.8142
C -3.1730 2.8882 -0.4792
N -1.9593 2.2959 0.2293
C -2.1861 2.1094 1.7346
C -3.5038 1.4527 2.0678
C -0.8326 3.1854 0.1070
C 0.4312 2.8634 0.9428
N 0.7069 1.4642 1.3159
C 1.4990 1.3745 2.4085
C 1.3734 0.4148 3.4604
F 0.8638 -0.8147 3.1126
C 1.9945 0.6193 4.7118
F 1.9632 -0.4489 5.5501
C 2.8062 1.7142 4.9973
C 3.3358 2.2859 3.8462
F 4.5624 2.8900 3.9776
C 2.7493 2.0550 2.5926
F 3.4394 2.5049 1.4917
H -4.7693 2.2886 -1.7972
H -5.1612 2.1512 -0.1188
H -4.1055 0.9184 -0.9128
H -3.6136 3.6216 0.2014
H -2.7899 3.4284 -1.3367
H -2.0886 3.0782 2.2470
H -1.4046 1.4994 2.1179
H -4.0030 0.8568 1.2974
H -4.2071 2.2211 2.4361
H -3.3155 0.8175 2.9207
H -1.0684 4.2418 0.3368
H -0.4365 3.1630 -0.9498
H 0.3487 3.5027 1.8594
H 1.2479 3.3209 0.3995
H 3.1242 2.0227 5.9925
Se 0.8578 2.1602 -5.9906
Sb -0.0890 2.1497 -3.6855
Se 1.6210 1.6704 -1.9813
Se -2.1404 0.8428 -3.9990
Se -0.6570 4.4422 -3.0565
Br 6.7685 -2.3090 1.3576
C 5.0108 -1.7648 1.0286
C 4.7713 -0.4921 0.5266
C 3.5112 -0.1447 0.0361
C 2.5019 -1.0796 0.1473
C 2.6716 -2.3919 0.6234
C 3.9455 -2.7078 1.1254
H 5.6683 0.1544 0.5153
H 3.2724 0.9341 -0.2151
H 1.8812 -3.1313 0.5629
H 4.0890 -3.6123 1.6991
*
```

## Properties
highest occupied orbital energy = -0.563 eV
relative energy (zero: lowest compared OMol25 entry of this formula, charge and spin) = 2.958 eV
calculated total energy = -14592.6662 Eh
molar mass = 1140.0 g mol⁻¹
maximum force = 3.3 eV/A

Entry 2:
Entry from the OMol25 dataset: 2 unconnected molecules or ions with the total composition C4H5N at a distorted geometry (the ωB97M-V functional and the def2-TZVPD basis).

The geometry in ORCA input format:
```
! wB97M-V def2-TZVPD RIJCOSX def2/J DEFGRID3
* xyz 0 1
C -0.5341 -0.1591 -0.2408
C 0.6689 -0.1638 -0.0499
C -2.8372 0.3717 -0.3281
C 2.0968 -0.2414 0.1671
N -3.3756 -0.4353 0.3521
H -2.6315 1.0351 -1.1429
H 2.2734 0.7315 0.7276
H 2.5859 -1.1515 0.7494
H 2.6309 -0.0463 -0.9226
H -4.2916 -0.6744 0.8493
*
```

## Properties
highest occupied orbital energy = -8.065 eV
relative energy (zero: lowest compared OMol25 entry of this formula, charge and spin) = 6.678 eV
calculated total energy = -209.9183 Eh
molar mass = 67.1 g mol⁻¹
maximum force = 3.7 eV/A

Entry 3:
Entry from the OMol25 dataset: 2 unconnected molecules or ions with the total composition C13H16N at a distorted geometry (the ωB97M-V functional and the def2-TZVPD basis).

The geometry in ORCA input format:
```
! wB97M-V def2-TZVPD RIJCOSX def2/J DEFGRID3
* xyz 1 1
C -2.8127 -1.9467 -1.9065
C -1.4870 -1.3369 -1.7397
C -1.0735 -0.0023 -1.5589
C 0.3396 -0.0162 -1.4732
C 0.7620 -1.3399 -1.6534
C 2.0792 -1.9537 -1.8157
N -0.3589 -2.1015 -1.7822
H -3.5794 -1.1617 -1.9445
H -2.8731 -2.5410 -2.8351
H -3.0331 -2.6177 -1.0591
H -1.7259 0.8684 -1.5341
H 0.9610 0.8645 -1.5294
H 2.8661 -1.1952 -1.8679
H 2.3133 -2.6429 -0.9907
H 2.1147 -2.5410 -2.7453
H -0.3443 -3.0997 -1.9849
C 1.1656 0.9740 0.7462
C 0.8045 0.0985 1.7595
C 0.1151 0.3645 2.9342
C -0.4280 1.5579 3.3986
C -0.3302 2.8219 2.8229
C 0.3432 3.1678 1.6557
C 1.0008 2.3576 0.7383
H 1.8887 0.5685 0.0427
H 1.1550 -0.9336 1.6320
H 0.0178 -0.4926 3.6101
H -0.9700 1.4967 4.3493
H -0.8074 3.6462 3.3673
H 0.4017 4.2446 1.4468
H 1.4949 2.8915 -0.0830
*
```

## Properties
highest occupied orbital energy = -10.561 eV
relative energy (zero: lowest compared OMol25 entry of this formula, charge and spin) = 0.887 eV
calculated total energy = -559.4140 Eh
molar mass = 186.3 g mol⁻¹
maximum force = 1.9 eV/A

Repeat the first record exactly.
Entry from the OMol25 dataset: a molecular structure, C26H29BrF4N6SSbSe4Y at a distorted geometry (the ωB97M-V functional and the def2-TZVPD basis).

The geometry in ORCA input format:
```
! wB97M-V def2-TZVPD RIJCOSX def2/J DEFGRID3
* xyz -2 1
Y 0.3022 -0.2610 -0.2146
C -2.3819 -3.6275 -2.2573
C -1.2461 -2.5651 -2.1224
N -1.4293 -1.6034 -1.2323
N -2.6867 -1.7050 -0.6736
C -2.8126 -1.7795 0.6583
N -4.0033 -2.0888 1.1901
S -1.4881 -1.3470 1.6447
C 0.0270 -2.6831 -2.8105
C 0.2959 -3.7743 -3.6142
C 1.5147 -3.8111 -4.3028
C 2.4263 -2.7846 -4.0125
C 2.1033 -1.7277 -3.1180
N 0.9432 -1.7132 -2.4495
H -2.4970 -4.3032 -1.3095
H -3.3304 -3.1036 -2.3575
H -2.1725 -4.2452 -3.1327
H -3.4876 -1.6307 -1.3359
H -4.6338 -2.7932 0.6673
H -4.0417 -2.2227 2.2117
H -0.3875 -4.6395 -3.6541
H 1.6264 -4.5743 -5.0473
H 3.4141 -2.8192 -4.4664
H 2.7659 -0.9226 -2.9013
C -4.3324 2.0188 -0.8142
C -3.1730 2.8882 -0.4792
N -1.9593 2.2959 0.2293
C -2.1861 2.1094 1.7346
C -3.5038 1.4527 2.0678
C -0.8326 3.1854 0.1070
C 0.4312 2.8634 0.9428
N 0.7069 1.4642 1.3159
C 1.4990 1.3745 2.4085
C 1.3734 0.4148 3.4604
F 0.8638 -0.8147 3.1126
C 1.9945 0.6193 4.7118
F 1.9632 -0.4489 5.5501
C 2.8062 1.7142 4.9973
C 3.3358 2.2859 3.8462
F 4.5624 2.8900 3.9776
C 2.7493 2.0550 2.5926
F 3.4394 2.5049 1.4917
H -4.7693 2.2886 -1.7972
H -5.1612 2.1512 -0.1188
H -4.1055 0.9184 -0.9128
H -3.6136 3.6216 0.2014
H -2.7899 3.4284 -1.3367
H -2.0886 3.0782 2.2470
H -1.4046 1.4994 2.1179
H -4.0030 0.8568 1.2974
H -4.2071 2.2211 2.4361
H -3.3155 0.8175 2.9207
H -1.0684 4.2418 0.3368
H -0.4365 3.1630 -0.9498
H 0.3487 3.5027 1.8594
H 1.2479 3.3209 0.3995
H 3.1242 2.0227 5.9925
Se 0.8578 2.1602 -5.9906
Sb -0.0890 2.1497 -3.6855
Se 1.6210 1.6704 -1.9813
Se -2.1404 0.8428 -3.9990
Se -0.6570 4.4422 -3.0565
Br 6.7685 -2.3090 1.3576
C 5.0108 -1.7648 1.0286
C 4.7713 -0.4921 0.5266
C 3.5112 -0.1447 0.0361
C 2.5019 -1.0796 0.1473
C 2.6716 -2.3919 0.6234
C 3.9455 -2.7078 1.1254
H 5.6683 0.1544 0.5153
H 3.2724 0.9341 -0.2151
H 1.8812 -3.1313 0.5629
H 4.0890 -3.6123 1.6991
*
```

## Properties
highest occupied orbital energy = -0.563 eV
relative energy (zero: lowest compared OMol25 entry of this formula, charge and spin) = 2.958 eV
calculated total energy = -14592.6662 Eh
molar mass = 1140.0 g mol⁻¹
maximum force = 3.3 eV/A

What did the second record say?
Entry from the OMol25 dataset: 2 unconnected molecules or ions with the total composition C4H5N at a distorted geometry (the ωB97M-V functional and the def2-TZVPD basis).

The geometry in ORCA input format:
```
! wB97M-V def2-TZVPD RIJCOSX def2/J DEFGRID3
* xyz 0 1
C -0.5341 -0.1591 -0.2408
C 0.6689 -0.1638 -0.0499
C -2.8372 0.3717 -0.3281
C 2.0968 -0.2414 0.1671
N -3.3756 -0.4353 0.3521
H -2.6315 1.0351 -1.1429
H 2.2734 0.7315 0.7276
H 2.5859 -1.1515 0.7494
H 2.6309 -0.0463 -0.9226
H -4.2916 -0.6744 0.8493
*
```

## Properties
highest occupied orbital energy = -8.065 eV
relative energy (zero: lowest compared OMol25 entry of this formula, charge and spin) = 6.678 eV
calculated total energy = -209.9183 Eh
molar mass = 67.1 g mol⁻¹
maximum force = 3.7 eV/A

Question: What is the maximum force in the third record?
Answer: 1.9 eV/A